[1]
C18H23IrN7O6S as an isolated structure, computed with the ωB97M-V functional and the def2-TZVPD basis.

Each line ends with the Mulliken charge.
Geometry (Å):
Ir1 -1.083 -0.036 -0.533  2.11
N1 -1.330 1.448 1.293  -0.71
C1 0.004 2.103 1.499  0.38
C2 0.518 2.168 2.941  -0.70
C3 0.524 0.869 3.700  -1.24
C4 1.434 -0.207 3.143  -0.46
N2 2.800 0.363 3.022  -0.10
C5 3.743 -0.099 2.194  0.71
N3 3.602 -1.358 1.748  -0.37
N4 4.742 0.699 1.816  -0.38
C6 1.067 1.493 0.649  0.28
O1 2.202 1.834 0.731  -0.58
O2 0.776 0.582 -0.266  -0.96
H1 -2.077 2.107 1.090  0.33
H2 -1.605 0.940 2.145  0.21
H3 -0.068 3.117 1.058  0.32
H4 -0.123 2.861 3.546  0.33
H5 1.524 2.623 2.853  0.43
H6 -0.499 0.458 3.788  0.38
H7 0.853 1.058 4.765  0.39
H8 1.075 -0.519 2.139  0.15
H9 1.457 -1.109 3.771  0.60
H10 3.001 1.243 3.531  0.33
H11 2.825 -1.930 2.040  0.17
H12 4.083 -1.699 0.926  0.26
H13 4.570 1.689 1.760  0.24
H14 5.509 0.310 1.281  0.24
O3 -1.452 -1.785 -1.959  -0.52
C7 -1.154 -2.988 -1.852  0.00
C8 -0.787 -3.570 -0.631  0.43
C9 -0.369 -4.911 -0.701  -0.42
C10 0.058 -5.542 0.450  -0.37
C11 0.013 -4.843 1.667  -0.63
C12 -0.412 -3.542 1.761  -0.49
C13 -0.859 -2.854 0.616  0.41
O4 -1.257 -1.595 0.721  -1.01
N5 0.518 -6.983 0.229  0.99
O5 0.531 -7.357 -0.937  -0.57
O6 0.815 -7.652 1.192  -0.56
H15 -1.162 -3.591 -2.750  0.46
H16 -0.372 -5.416 -1.654  0.53
H17 0.370 -5.340 2.565  0.49
H18 -0.543 -3.065 2.703  0.66
C14 -3.879 3.820 -5.975  -1.17
C15 -2.935 3.807 -4.829  0.81
C16 -1.976 4.809 -4.609  -0.55
C17 -1.069 4.621 -3.605  -0.20
N6 -1.160 3.560 -2.794  -0.41
C18 -2.138 2.710 -2.981  0.44
S1 -2.664 1.297 -1.948  -0.12
N7 -2.998 2.801 -3.976  -0.37
H19 -3.393 3.779 -6.946  0.33
H20 -4.465 4.767 -5.934  0.33
H21 -4.585 3.008 -5.888  0.33
H22 -1.924 5.722 -5.172  0.41
H23 -0.273 5.319 -3.394  0.45

Computed properties:
Largest force on an atom (hartree/bohr): 0.0387
Total charge: +2
Multiplicity: 6
Kohn-Sham gap (spin up / spin down) (eV): 8.31 / 5.72
Energy (a.u.): -2036.22958
HOMO energy (spin up / spin down) (Ha): -0.521 / -0.536



[2]
The molecule C18H23N2O4P, computed with the ωB97M-V functional and the def2-TZVPD basis.

Each line ends with the Mulliken charge.
Geometry (Å):
C1 -2.016 2.981 -1.186  -1.09
C2 -2.256 2.329 0.164  -0.37
O1 -1.571 1.075 0.193  -0.17
P1 -1.284 0.430 1.635  0.67
O2 -1.639 1.211 2.817  -0.89
O3 -2.225 -0.894 1.519  -0.35
C3 -2.894 -1.350 2.679  -0.36
C4 -1.999 -2.227 3.538  -0.93
C5 0.455 -0.263 1.449  -0.17
N1 1.182 0.487 0.456  -0.16
C6 1.061 1.834 0.472  0.10
O4 0.553 2.418 1.408  -0.64
N2 1.629 2.521 -0.579  0.03
C7 1.962 2.052 -1.852  0.18
C8 1.187 1.088 -2.496  0.15
C9 1.537 0.650 -3.760  -0.89
C10 2.645 1.175 -4.404  -0.53
C11 3.396 2.158 -3.781  -0.53
C12 3.059 2.597 -2.514  -0.54
C13 0.431 -1.708 1.074  0.16
C14 1.017 -2.677 1.876  -0.26
C15 0.988 -4.009 1.496  -0.69
C16 0.378 -4.380 0.311  -0.48
C17 -0.208 -3.416 -0.495  -0.91
C18 -0.181 -2.087 -0.116  -0.01
H1 -0.957 3.179 -1.326  0.15
H2 -2.562 3.919 -1.238  0.45
H3 -2.357 2.327 -1.985  0.26
H4 -3.325 2.153 0.322  0.41
H5 -1.877 2.949 0.980  0.41
H6 -3.231 -0.487 3.262  0.35
H7 -3.762 -1.911 2.319  0.33
H8 -1.160 -1.636 3.897  0.23
H9 -1.617 -3.064 2.957  0.18
H10 -2.559 -2.605 4.389  0.45
H11 0.923 -0.111 2.431  0.67
H12 1.506 0.002 -0.366  0.45
H13 1.810 3.495 -0.383  0.31
H14 0.291 0.715 -2.022  0.55
H15 0.931 -0.097 -4.250  0.41
H16 2.914 0.830 -5.390  0.39
H17 4.251 2.585 -4.283  0.38
H18 3.644 3.364 -2.028  0.42
H19 1.491 -2.389 2.803  0.40
H20 1.443 -4.757 2.129  0.39
H21 0.354 -5.419 0.017  0.41
H22 -0.693 -3.704 -1.416  0.41
H23 -0.661 -1.333 -0.722  0.28

Computed properties:
Largest force on an atom (hartree/bohr): 0.0247
Relative energy (zero: lowest compared OMol25 entry of this formula, charge and spin) (eV): 0.282
Kohn-Sham gap (eV): 9.49
Energy (a.u.): -1451.65374
HOMO energy (Ha): -0.322
SMILES: CCOP(=O)(OCC)[C@H](NC(=O)Nc1ccccc1)c1ccccc1



[3]
The molecule C18H23N3O, computed with the ωB97M-V functional and the def2-TZVPD basis.

Each line ends with the Mulliken charge.
Geometry (Å):
C1 2.184 -0.139 6.869  -1.00
N1 2.769 -0.345 5.522  0.32
N2 4.122 -0.565 5.394  -0.09
O1 4.880 -0.443 6.349  -0.49
C2 2.060 -0.232 4.332  0.67
C3 0.835 0.450 4.247  -0.27
C4 0.156 0.612 3.020  -1.06
C5 0.714 0.098 1.840  0.32
C6 0.062 0.279 0.604  -0.13
N3 0.432 -0.303 -0.530  -0.56
C7 -0.397 -0.089 -1.732  1.32
C8 0.148 -1.008 -2.839  -1.61
C9 -0.758 -0.903 -4.071  0.51
C10 -2.227 -1.248 -3.785  -1.30
C11 -2.748 -0.307 -2.696  0.38
C12 -2.669 1.184 -3.153  -1.36
C13 -1.221 1.551 -3.462  0.39
C14 -0.705 0.570 -4.566  -1.39
C15 -0.331 1.361 -2.227  -1.31
C16 -1.872 -0.494 -1.445  -1.21
C17 1.953 -0.601 1.943  -0.71
C18 2.586 -0.767 3.166  -0.14
H1 2.269 0.893 7.179  0.33
H2 1.108 -0.435 6.815  0.39
H3 2.706 -0.759 7.602  0.30
H4 0.340 0.898 5.092  0.38
H5 -0.803 1.094 2.987  0.39
H6 -0.875 0.882 0.605  0.11
H7 1.171 -0.728 -3.117  0.39
H8 0.211 -2.034 -2.455  0.39
H9 -0.369 -1.520 -4.881  0.25
H10 -2.882 -1.213 -4.678  0.44
H11 -2.258 -2.310 -3.408  0.42
H12 -3.811 -0.575 -2.505  0.27
H13 -2.996 1.902 -2.387  0.47
H14 -3.325 1.322 -4.010  0.48
H15 -1.186 2.592 -3.776  0.32
H16 -1.300 0.683 -5.502  0.47
H17 0.339 0.807 -4.814  0.48
H18 -0.720 1.991 -1.440  0.39
H19 0.694 1.643 -2.476  0.45
H20 -1.916 -1.550 -1.095  0.38
H21 -2.317 0.122 -0.668  0.48
H22 2.432 -1.018 1.035  0.38
H23 3.514 -1.347 3.112  0.38

Computed properties:
Largest force on an atom (hartree/bohr): 0.0993
Relative energy (zero: lowest compared OMol25 entry of this formula, charge and spin) (eV): 3.748
Kohn-Sham gap (eV): 8.34
Energy (a.u.): -939.13407
HOMO energy (Ha): -0.309
SMILES: CN(N=O)c1ccc(/C=N/[C@]23C[C@H]4C[C@H](C[C@H](C4)C2)C3)cc1



[4]
The molecule C18H23N3O2S, computed with the ωB97M-V functional and the def2-TZVPD basis.

Each line ends with the Mulliken charge.
Geometry (Å):
C1 3.943 3.087 3.555  -1.44
C2 4.110 2.902 2.051  -0.41
C3 3.477 1.595 1.590  0.02
C4 3.525 1.335 0.119  0.11
C5 4.186 2.086 -0.802  -0.24
C6 4.152 1.752 -2.201  -0.17
O1 4.706 2.321 -3.116  -0.67
N1 3.354 0.621 -2.473  -0.05
C7 2.727 -0.060 -1.492  0.22
S1 1.746 -1.431 -1.986  -0.32
C8 0.856 -1.753 -0.428  -0.95
C9 -0.266 -0.744 -0.227  0.78
O2 -0.157 0.124 0.618  -0.65
N2 -1.341 -0.839 -1.039  0.38
C10 -1.580 -1.918 -1.975  -0.66
C11 -2.246 -3.135 -1.331  -0.93
C12 -2.396 0.155 -0.900  -1.52
C13 -3.611 -0.391 -0.200  0.53
C14 -3.514 -0.798 1.126  0.05
C15 -4.614 -1.326 1.777  -0.73
C16 -5.823 -1.447 1.112  -0.41
C17 -5.929 -1.036 -0.205  -0.56
C18 -4.826 -0.513 -0.859  -0.35
N3 2.805 0.234 -0.245  -0.15
H1 4.392 4.023 3.876  0.39
H2 4.423 2.273 4.095  0.34
H3 2.889 3.101 3.822  0.34
H4 5.173 2.905 1.804  0.33
H5 3.638 3.738 1.530  0.36
H6 3.961 0.751 2.092  0.21
H7 2.423 1.561 1.880  0.27
H8 4.756 2.958 -0.532  0.44
H9 3.267 0.339 -3.442  0.22
H10 0.512 -2.783 -0.474  0.48
H11 1.583 -1.614 0.372  0.46
H12 -0.638 -2.213 -2.444  0.24
H13 -2.231 -1.530 -2.762  0.36
H14 -1.656 -3.508 -0.497  0.23
H15 -3.234 -2.880 -0.960  0.22
H16 -2.343 -3.927 -2.069  0.42
H17 -2.660 0.523 -1.896  0.47
H18 -1.972 0.977 -0.315  0.40
H19 -2.570 -0.695 1.640  0.41
H20 -4.530 -1.640 2.807  0.40
H21 -6.683 -1.857 1.622  0.39
H22 -6.871 -1.125 -0.726  0.38
H23 -4.913 -0.195 -1.889  0.33

Computed properties:
Largest force on an atom (hartree/bohr): 0.0092
Relative energy (zero: lowest compared OMol25 entry of this formula, charge and spin) (eV): 0.862
Kohn-Sham gap (eV): 9.14
Energy (a.u.): -1412.68483
HOMO energy (Ha): -0.318
SMILES: CCCc1cc(=O)[nH]c(SCC(=O)N(CC)Cc2ccccc2)n1